No. 1
CH6N2O2S | ωB97M-V with the def2-TZVPD basis set

Each line ends with the Löwdin charge.
CARTESIAN COORDINATES (ANGSTROEM)
S  -1.846889  0.583789  0.258329  0.884
O  -3.279647  0.808172  -0.675676  -0.363
O  -1.044614  -0.339729  -0.861602  -0.348
N  2.757835  -1.563432  1.781801  0.023
N  -2.348902  -0.424316  1.294667  -0.348
C  2.511752  -1.091431  0.634017  -0.125
H  3.340545  -0.994337  -0.111663  0.076
H  -2.008125  -0.448335  2.288126  0.031
H  -1.307754  -1.271942  -0.692272  0.063
H  3.687474  -1.914042  1.800438  0.016
H  1.570840  -0.907328  0.253463  0.008
H  -4.058496  0.220451  -0.418278  0.084

Force components x, y, z for each atom (eV/Å):
-2.333 -1.613 -0.881
0.523 -0.422 0.833
-0.267 0.232 0.508
-1.764 -0.060 -0.276
0.457 -0.030 1.108
3.316 -1.003 -0.215
-0.627 -0.026 0.278
-0.202 0.581 -1.681
0.011 0.518 -0.002
1.259 0.183 0.382
-2.214 0.924 -0.184
1.840 0.716 0.130

LUMO, eV: 0.79
Energy relative to the best compared isomer or geometry (same formula, charge and spin), eV: 2.0106
E_tot, eV: -19041.887
M, Da: 110.138
Orbital gap, eV: 10.87
F_max, eV/A: 3.47

---

No. 2
C45H45Cl15N8 | ωB97M-V with the def2-TZVPD basis set

Each line ends with the Löwdin charge.
CARTESIAN COORDINATES (ANGSTROEM)
Cl  3.913181  -6.003790  1.671496  0.539
Cl  -3.031159  -5.104154  -0.557718  0.544
Cl  2.116201  0.546727  -3.845873  0.564
Cl  -2.455121  -5.471148  4.630345  0.540
Cl  0.964446  2.994423  -4.791820  0.561
Cl  -3.431502  3.262457  -0.831482  0.544
Cl  2.702069  1.415813  -6.580061  0.530
Cl  -3.607455  -3.372655  -2.805758  0.601
Cl  -0.875338  -3.736279  -1.892378  0.561
Cl  1.422095  -4.554663  0.939912  0.533
Cl  -1.478100  -3.964970  2.370211  0.530
Cl  -0.992336  4.598543  -1.705005  0.555
Cl  -3.869375  -3.059432  3.701089  0.605
Cl  1.328800  -7.123533  2.398157  0.548
Cl  -2.969896  3.714570  -3.647218  0.552
N  -0.288886  5.983462  4.145511  0.052
N  -2.857366  0.420867  -3.043271  0.055
N  -4.102760  -1.991614  0.113364  0.012
N  -0.189391  1.612593  0.135919  0.085
N  3.565184  3.690135  -2.770510  0.059
N  3.184821  -2.745795  -1.736414  0.063
N  4.671335  0.794531  2.566239  0.059
N  -4.453206  2.136791  2.821743  0.071
C  -1.177590  1.012516  0.813054  -0.140
C  1.504296  1.405030  -5.268556  -1.529
C  2.204286  -6.114426  1.249329  -1.538
C  5.176897  -4.301826  -2.924692  -0.067
C  -2.812696  -0.213740  -5.332796  -0.066
C  -2.580609  -3.622600  -1.422190  -1.532
C  -0.845698  6.230065  2.954961  -0.153
C  -2.332249  -3.860127  3.915614  -1.520
C  -3.362486  0.448671  4.173865  -0.087
C  -1.121729  -1.016095  -3.849606  -0.131
C  5.860045  -1.310747  2.583059  -0.059
C  4.763469  -1.902582  1.956188  -0.076
C  4.402018  -2.258724  -1.982965  -0.152
C  0.427260  4.501457  1.887023  -0.096
C  -4.441657  -0.727255  -0.196244  -0.128
C  -5.036359  -2.803454  0.617104  -0.203
C  -2.296282  1.300520  4.449390  -0.062
C  -1.705397  -1.025199  -5.089350  -0.089
C  2.929389  -3.996901  -2.143491  -0.170
C  3.181718  4.623411  -1.880869  -0.152
C  3.633420  0.203871  1.971382  -0.159
C  -6.683427  -1.036224  0.541776  -0.065
C  3.667793  -1.136173  1.615954  -0.077
C  4.047514  2.281313  -0.867426  -0.090
C  -2.374487  2.548157  3.882481  -0.086
C  -5.701657  -0.207146  0.037805  -0.058
C  5.448127  -2.997062  -2.528441  -0.058
C  0.629380  5.017001  4.208250  -0.169
C  5.745997  0.047485  2.842670  -0.155
C  3.607093  3.232260  0.025772  -0.074
C  0.737117  0.806983  -0.411256  -0.162
C  3.916938  -4.814435  -2.654995  -0.073
C  -1.253330  -0.372159  0.934185  -0.081
C  1.016273  4.248590  3.117911  -0.077
C  -3.426543  0.417798  -4.272719  -0.155
C  4.018441  2.559411  -2.231134  -0.214
C  -2.197017  3.380877  -2.098754  -1.550
C  -3.367719  2.912045  2.998555  -0.163
C  -0.504070  5.530805  1.805664  -0.083
C  0.775443  -0.562750  -0.235553  -0.095
C  -1.750945  -0.288175  -2.843806  -0.159
C  3.140943  4.436236  -0.512039  -0.074
C  -0.225741  -1.178392  0.507549  -0.097
C  -6.332548  -2.347161  0.830760  -0.066
C  -4.421169  0.931192  3.410164  -0.159
H  5.906939  -4.931711  -3.413824  0.107
H  -3.583284  -0.102259  -0.409842  0.079
H  1.704190  3.415890  3.198828  0.097
H  -0.996211  5.701111  0.857234  0.058
H  -5.326817  0.339072  3.360073  0.099
H  -1.638289  6.966920  2.911005  0.102
H  -3.283068  -0.111653  -6.303169  0.104
H  -2.182865  -0.746229  1.354798  0.084
H  3.681577  -5.836620  -2.925919  0.104
H  1.460540  -1.165962  -0.823623  0.078
H  4.381005  1.299368  -0.553786  0.089
H  6.402474  -2.520057  -2.699540  0.103
H  3.023974  5.598993  -2.327806  0.105
H  6.519973  0.570979  3.392049  0.101
H  -3.277669  3.861624  2.489077  0.097
H  -7.004786  -3.023941  1.346575  0.105
H  2.845623  -1.607314  1.094517  0.066
H  0.678809  0.816718  -5.651195  -0.010
H  -4.343191  0.989381  -4.288448  0.098
H  -1.668366  2.435413  -2.103468  -0.030
H  -1.755916  -3.287637  4.631925  0.016
H  -0.259168  -1.628262  -3.631558  0.067
H  0.952899  4.818429  5.223637  0.102
H  -2.714526  -2.823745  -0.697062  -0.046
H  -1.495146  1.017661  5.117249  0.109
H  2.237882  -6.616555  0.290289  0.003
H  6.795901  -1.839934  2.684690  0.100
H  2.794107  0.818044  1.665951  0.087
H  -0.265682  -2.253525  0.616556  0.017
H  1.400179  1.286340  -1.122591  0.074
H  -4.753750  -3.804057  0.911082  0.050
H  -3.446040  -0.561368  4.553740  0.045
H  1.888440  -4.249439  -1.987316  0.046
H  4.466782  1.810587  -2.871490  0.078
H  4.754047  -2.934282  1.622984  0.082
H  -1.360243  -0.208133  -1.836920  0.084
H  -1.991407  1.608260  1.203486  0.070
H  -7.654630  -0.658068  0.830177  0.109
H  0.616697  3.950813  0.974228  0.064
H  -1.498483  3.189342  3.933114  0.087
H  -1.294077  -1.579829  -5.923990  0.112
H  3.546411  3.106287  1.099121  0.092
H  -5.833978  0.859651  -0.091459  0.103
H  4.602316  -1.226896  -1.715751  0.096
H  2.818160  5.231425  0.146339  0.098

Force components x, y, z for each atom (eV/Å):
0.044 0.400 0.298
0.033 -0.321 -0.167
0.032 -0.295 -0.125
-0.284 -0.039 -0.031
-0.141 0.130 -0.231
0.056 0.065 0.049
-0.032 0.199 0.248
-0.167 0.113 -0.213
0.168 -0.069 -0.080
0.380 -0.176 0.357
-0.083 0.078 0.341
0.086 0.269 -0.067
-0.378 -0.139 0.099
-0.018 0.301 -0.075
0.212 -0.008 0.030
-0.189 0.109 -0.359
-0.451 -0.334 -0.301
-0.562 0.355 0.361
-0.212 -0.222 0.189
0.576 -0.068 0.800
0.189 0.375 -0.707
-0.208 -0.039 0.061
0.455 -0.023 -0.181
0.618 -0.355 -0.741
0.040 -0.430 -0.074
0.121 -0.355 -0.693
0.002 0.184 0.576
-0.932 -0.204 -0.049
0.633 -0.674 0.053
0.175 -0.331 -0.027
0.492 -0.176 0.078
-0.096 0.082 0.137
-0.070 -0.434 0.508
-0.610 0.146 -0.919
0.391 -0.132 -0.369
0.295 -0.232 0.408
-0.299 0.656 -0.055
0.480 -0.706 1.143
-0.488 1.108 -0.271
-1.097 -0.608 0.059
-0.044 0.694 -0.950
0.235 0.946 0.818
0.306 0.010 -0.670
0.673 -0.239 -0.397
0.222 -0.293 0.380
-0.432 -0.147 0.298
0.000 -0.282 0.007
1.881 0.714 -0.685
0.273 0.490 -0.273
-0.439 -0.140 -0.513
-0.502 0.033 0.182
-0.162 0.219 0.642
-0.858 0.691 -0.260
-0.480 0.399 -0.200
-0.389 -0.499 -0.674
-0.840 0.270 0.949
0.005 -0.337 -0.352
1.158 0.179 1.472
0.199 -0.008 0.232
-0.083 -0.162 0.329
-0.824 -0.817 0.613
-0.055 -0.312 0.031
-0.042 -0.400 -0.384
-0.201 0.627 -0.238
0.419 -0.173 0.233
0.006 0.243 -0.585
-0.045 -0.529 0.440
0.014 0.549 0.200
0.155 0.069 0.097
-0.293 0.220 -0.580
0.117 0.110 0.281
-0.081 0.225 0.099
-0.023 -0.085 -0.384
0.094 0.185 0.153
0.206 -0.287 -0.112
0.361 -0.340 0.225
-0.035 0.036 -0.057
0.312 0.056 0.298
0.167 0.102 0.146
0.048 -0.064 -0.025
-0.536 0.007 0.149
0.218 0.013 -0.231
-0.350 0.027 -0.157
-0.228 0.114 -0.216
-0.068 0.123 -0.003
-0.171 0.188 0.139
-0.060 0.008 -0.580
-0.202 -0.064 -0.304
0.124 0.167 -0.262
0.072 0.118 0.002
0.442 -0.119 -0.138
0.054 0.112 -0.295
0.129 -0.019 -0.128
-0.390 -0.122 0.068
-0.034 -0.034 0.437
-0.061 0.118 0.213
0.003 0.040 -0.005
0.250 0.054 0.236
0.081 0.055 -0.106
0.178 0.137 0.135
0.131 -0.685 -0.100
-0.282 0.084 -0.403
0.233 -0.072 0.228
0.245 -0.249 0.024
0.127 0.262 -0.028
-0.068 0.023 -0.185
0.241 -0.307 0.227
-0.223 0.216 0.326
0.153 -0.093 0.126
0.285 -0.314 -0.001
-0.231 -0.063 -0.121
-0.218 0.053 0.185
-0.031 0.066 -0.073

LUMO, eV: 0.27
Energy relative to the best compared isomer or geometry (same formula, charge and spin), eV: 0.0000
E_tot, eV: -247150.552
M, Da: 1229.706
Orbital gap, eV: 9.69
F_max, eV/A: 2.13